No. 1
DFT (wB97M-V/def2-TZVPD) results for C3H4LiO3Rb as an isolated structure at a distorted geometry.

Last column: Löwdin charge in e.
Cartesian coordinates (Å):
O -4.007 -0.753 0.247  -0.104
C -4.326 0.411 -0.130  -0.290
C -5.548 1.000 0.320  0.164
H -1.587 0.565 -0.069  0.124
H -3.979 0.741 -1.127  0.133
H -6.337 0.353 0.707  0.090
H -5.834 1.988 -0.040  0.077
Li -2.918 -2.138 -0.501  0.770
O -1.188 -1.508 -0.450  -0.189
C -0.842 -0.370 -0.042  -0.613
O 0.253 -0.091 0.484  -0.113
Rb 3.557 1.665 0.630  0.952

Cartesian forces (eV/Å) of the 3 atoms listed first:
-0.2 1.6 -0.4
-1.4 -2.8 -0.6
0.0 0.3 -0.5

Its multiplicity is 2. Its net charge is +1. The calculation puts the energy above the lowest of the compared OMol25 structures with the same formula, charge and spin at 1.016 eV. As for the electronic energy: -10172.789 eV.



No. 2
DFT (wB97M-V/def2-TZVPD) results for C2H2N3S2 as an isolated structure at a distorted geometry.

Last column: Löwdin charge in e.
Cartesian coordinates (Å):
C 0.817 0.501 1.204  -0.229
C -0.371 -0.067 0.777  -0.828
N 1.599 0.582 0.174  -0.042
N -0.248 -0.162 -0.550  -0.108
N 1.018 0.123 -0.896  -0.003
S -1.172 -1.067 -3.086  -0.216
S -1.809 -0.184 1.729  0.583
H 1.060 0.744 2.161  0.058
H -0.897 -0.470 -1.513  -0.216

Cartesian forces (eV/Å) of the 3 atoms listed first:
-0.8 -1.2 -1.1
-2.6 0.8 1.1
3.1 0.7 -0.2

Its net charge is -1. The calculation puts the energy above the lowest of the compared OMol25 structures with the same formula, charge and spin at 2.545 eV. As for the electronic energy: -28245.416 eV.



No. 3
DFT (wB97M-V/def2-TZVPD) results for CH5P3 in the gas phase at a distorted geometry.

Last column: Löwdin charge in e.
Cartesian coordinates (Å):
C -0.984 -0.039 0.315  -0.482
P 0.601 0.062 1.218  0.303
P 2.005 -1.095 -0.182  0.298
P 1.810 1.084 -0.144  0.190
H -1.610 0.883 0.386  0.051
H -1.434 -0.904 0.553  -0.030
H -0.959 0.040 -0.742  0.003
H 1.009 -1.444 -1.056  -0.220
H 2.992 1.058 0.836  -0.113

Cartesian forces (eV/Å) of the 3 atoms listed first:
0.8 4.1 -1.1
-0.1 -1.2 1.0
0.4 0.0 1.4

The SMILES is CP1[PH]#[PH]1. The calculation puts the energy above the lowest of the compared OMol25 structures with the same formula, charge and spin at 0.445 eV. As for the electronic energy: -28983.227 eV.



No. 4
DFT (wB97M-V/def2-TZVPD) results for C9H11ClO in the gas phase at a distorted geometry.

Last column: Löwdin charge in e.
Cartesian coordinates (Å):
C -2.351 -1.799 -1.582  -0.062
C -2.092 -0.613 -0.839  -0.030
C -1.193 -2.111 -2.219  -0.119
C -0.801 -0.316 -1.111  -0.212
C 1.770 0.668 -0.378  -0.064
C 0.310 0.906 -0.491  -0.640
C 0.909 0.731 0.865  -0.518
C 0.631 -0.568 1.590  -0.026
C 0.997 1.934 1.776  -0.055
O -0.238 -1.209 -1.930  0.005
Cl -0.284 2.459 -1.037  0.690
H -3.273 -2.340 -1.617  0.102
H -2.771 -0.081 -0.206  0.112
H -0.918 -2.918 -2.870  0.116
H 2.162 -0.286 -0.694  0.112
H 2.412 1.508 -0.603  0.111
H 1.336 -0.696 2.405  0.084
H 0.721 -1.412 0.917  0.083
H -0.375 -0.565 2.001  0.087
H 0.088 2.023 2.367  0.086
H 1.118 2.850 1.202  0.056
H 1.840 1.833 2.456  0.084

Cartesian forces (eV/Å) of the 3 atoms listed first:
-3.5 3.5 3.9
-4.4 -3.5 -0.8
2.0 -2.5 -2.6

Its multiplicity is 3. As for the electronic energy: -24075.077 eV.



- Among the records above, which one has the highest electronic energy?
  C3H4LiO3Rb



- Among the records above, which one has the highest electronic energy?
  C3H4LiO3Rb



- What is the electronic energy in the third record?
  -28983.227 eV